C49H48N6O6P2ReS2SeSi2 | wB97M-V/def2-TZVPD

Each line ends with the Mulliken charge.
Positions of all 117 atoms, in Å:
Re -0.21170 -0.99560 0.07650  -0.4989
C 4.56370 -0.47400 -0.19220  -1.4740
Si 3.11230 -1.12980 -1.26360  1.5280
C 3.67260 -0.42640 -2.97870  -1.2707
C 3.01790 -3.00460 -1.62590  -1.3669
N 1.48550 -0.40340 -1.16640  0.1715
P 0.81660 0.90450 -1.88090  1.5187
C -0.52600 0.92300 -0.69800  -0.0876
P -1.01010 2.27880 0.37880  1.5911
N -1.06430 2.07100 1.92420  -0.2282
Si -0.80730 1.59460 3.54080  0.6535
C 0.89530 1.10160 4.24810  -1.0393
C -2.08950 0.32380 4.16530  -0.9948
C -1.26270 3.22740 4.45540  -1.4145
C -2.70950 2.68850 -0.15310  -0.5003
C -3.29890 2.11690 -1.26890  -0.2815
C -4.62940 2.36830 -1.55260  -0.4584
C -5.36880 3.20850 -0.73570  -0.6278
C -4.78000 3.78820 0.37540  -0.8595
C -3.45640 3.52180 0.66950  -0.4338
C -0.02730 3.79280 0.07700  0.5293
C 1.07460 3.99530 0.89940  -0.5436
C 1.77000 5.18830 0.85210  -0.8310
C 1.36420 6.18970 -0.01760  -0.6514
C 0.25850 5.99520 -0.82950  -0.7662
C -0.43930 4.79940 -0.78380  -0.4179
C 0.34400 0.30760 -3.54890  -0.1730
C 1.15230 0.39560 -4.61710  -0.3116
C 1.03470 -0.52120 -5.73410  -0.7738
C 0.09220 -1.46420 -5.80450  -1.3654
C -1.00980 -1.55150 -4.80240  0.4001
C -0.76900 -0.68210 -3.54650  -0.2946
C 1.75150 2.41810 -2.17460  1.4250
C 1.33410 3.29020 -3.17320  -0.7410
C 2.04130 4.45650 -3.39420  -0.8459
C 3.15220 4.75250 -2.61900  -0.8500
C 3.54460 3.89630 -1.60260  -0.6551
C 2.83770 2.73170 -1.37210  -0.2818
H 5.51240 -0.61700 -0.70030  0.4311
H 4.47260 0.58480 0.02630  0.2914
H 4.60070 -0.98220 0.76120  0.4594
H 4.73430 -0.58850 -3.12750  0.6442
H 3.15770 -0.92350 -3.79120  0.1966
H 3.49520 0.64020 -3.07550  0.1537
H 3.99000 -3.45570 -1.45880  0.4680
H 2.31490 -3.47180 -0.94750  0.1977
H 2.72830 -3.22480 -2.65030  0.2881
H 0.88950 0.04740 4.51410  0.0963
H 1.70080 1.23670 3.53610  0.1707
H 1.13480 1.67050 5.14290  0.5739
H -2.03220 -0.59970 3.59970  0.0327
H -1.89970 0.09470 5.21050  0.4544
H -3.10630 0.69820 4.09190  0.3307
H -0.57510 4.02860 4.21100  0.3561
H -2.25990 3.56150 4.19380  0.2954
H -1.23750 3.08140 5.52930  0.3609
H -2.69680 1.46810 -1.89120  0.3755
H -5.09490 1.91720 -2.41600  0.4484
H -6.40170 3.41330 -0.96990  0.4028
H -5.35380 4.45770 0.99950  0.4470
H -2.98230 3.92860 1.55100  0.4595
H 1.35630 3.21000 1.58550  0.4732
H 2.61690 5.34600 1.50540  0.4906
H 1.90060 7.12710 -0.04550  0.4361
H -0.07100 6.78740 -1.48710  0.4230
H -1.30940 4.64940 -1.40670  0.4979
H 1.94940 1.12230 -4.65740  0.5043
H 1.80160 -0.45710 -6.49190  0.4300
H 0.06580 -2.17550 -6.61760  0.4203
H -1.96130 -1.36970 -5.31440  0.6175
H -1.68720 -0.20440 -3.19490  -0.1389
H 0.46600 3.04300 -3.76800  0.5662
H 1.72690 5.13450 -4.17200  0.4601
H 3.70990 5.65670 -2.80510  0.4199
H 4.39820 4.13470 -0.98670  0.5149
H 3.10290 2.03840 -0.58960  0.1238
O 3.10920 -0.22560 2.43640  -0.8486
S 2.05360 -1.08140 1.95940  1.9517
O 2.42210 -1.90090 0.81860  -0.7843
O 0.81150 -0.32880 1.71710  0.0569
C 1.70020 -2.22760 3.28840  -0.7762
C 2.54830 -2.27050 4.38480  -0.5180
C 2.28200 -3.13650 5.43510  -0.6762
C 1.15720 -3.95000 5.39280  -0.7223
C 0.31900 -3.90430 4.29190  -0.7601
C 0.59620 -3.05080 3.23430  -0.2456
S -0.54050 -3.08720 1.84190  1.7526
O -1.36390 -4.24880 2.07120  -0.8680
O 0.22220 -3.15060 0.59880  -0.6293
O -1.30910 -1.83490 1.88840  -0.6286
H 3.40350 -1.61190 4.38650  0.5959
H 2.94830 -3.17760 6.28370  0.4420
H 0.94320 -4.62640 6.20940  0.3983
H -0.55950 -4.52510 4.21250  0.5804
Se -6.61800 -4.76600 -2.40740  0.2523
N -4.99890 -4.44900 -3.03460  -0.8605
C -4.40710 -3.54750 -2.28070  0.3923
C -3.06460 -3.05030 -2.51290  0.7097
C -2.38110 -3.37560 -3.63470  -1.7284
C -1.03550 -2.82150 -3.89220  -0.4393
C -0.50510 -1.96310 -2.71750  0.5411
N -1.20360 -1.86670 -1.46090  0.5371
C -2.48690 -2.21760 -1.46920  0.9840
C -3.35350 -1.65690 -0.46540  -0.3393
N -2.84820 -0.65480 0.25780  1.1012
C -3.58070 -0.03910 1.15080  -0.7692
C -4.91870 -0.36540 1.37310  -1.5023
C -5.49180 -1.36590 0.61370  -0.9908
C -4.70820 -2.03470 -0.32510  0.7236
C -5.21290 -3.05750 -1.19810  0.7647
N -6.41400 -3.58710 -1.11130  -0.8966
H -2.82670 -4.04580 -4.35450  0.5685
H -0.35800 -3.61300 -4.22030  0.6456
H 0.55600 -2.12560 -2.53570  -0.9008
H -3.08530 0.75140 1.69410  0.7511
H -5.49120 0.17060 2.11200  0.6110
H -6.53010 -1.64680 0.71880  0.5721

**Lowest unoccupied orbital energy (alpha / beta)**: -1.60 / -1.86 eV
**Multiplicity**: 4